No. 1
Here is a molecular structure, C52H104O35 from the Open Molecules 2025 dataset. Energies are from ωB97M-V/def2-TZVPD.

Positions of all 191 atoms, in Å:
1 C -4.386304 22.346932 -13.270063
2 C -3.853466 23.530568 -12.462044
3 O -3.717013 23.158088 -11.095973
4 C -2.574538 22.625830 -10.670465
5 O -1.600296 22.476467 -11.360861
6 O -2.687514 22.522336 -9.344639
7 C -1.743294 21.686353 -8.689413
8 H -3.602376 21.631139 -13.505574
9 H -4.819819 22.772308 -14.178577
10 H -5.180311 21.889497 -12.679217
11 H -4.526881 24.371153 -12.599458
12 H -2.872044 23.802451 -12.858656
13 H -2.132229 20.668116 -8.651912
14 H -1.602551 22.076174 -7.683802
15 H -0.762704 21.676923 -9.166635
16 C -6.375444 26.057864 -13.763447
17 C -7.232419 25.467468 -14.886216
18 O -6.335800 24.684198 -15.690923
19 C -6.805268 23.611278 -16.311593
20 O -7.967831 23.291268 -16.347856
21 O -5.793512 22.980249 -16.882286
22 C -6.063857 21.674022 -17.434238
23 H -7.041782 26.300904 -12.939871
24 H -5.885416 26.916182 -14.226661
25 H -5.591885 25.369633 -13.457809
26 H -7.727982 26.252874 -15.455459
27 H -8.030594 24.865892 -14.451654
28 H -5.383473 21.033637 -16.868148
29 H -5.674519 21.693823 -18.451137
30 H -7.094908 21.351560 -17.367771
31 C 6.972428 31.156794 -15.599540
32 C 5.732867 31.992197 -15.352125
33 O 4.584757 31.160768 -15.493121
34 C 3.430428 31.726856 -15.134151
35 O 3.302439 32.832365 -14.677366
36 O 2.460530 30.894335 -15.450832
37 C 1.099143 31.318662 -15.346048
38 H 7.845781 31.774792 -15.401932
39 H 7.017148 30.753953 -16.612157
40 H 6.919910 30.290238 -14.938307
41 H 5.718923 32.857932 -16.017827
42 H 5.814212 32.430200 -14.355908
43 H 0.857123 31.607919 -14.324500
44 H 0.407718 30.540894 -15.639652
45 H 1.061646 32.203673 -15.981376
46 C -3.464882 27.602678 -23.051876
47 C -3.996556 28.384472 -21.878681
48 O -3.953367 27.658303 -20.649427
49 C -2.760678 27.403930 -20.095122
50 O -1.690381 27.769009 -20.480918
51 O -3.010971 26.602919 -19.061648
52 C -1.897485 26.073157 -18.348897
53 H -2.408585 27.368795 -22.894653
54 H -3.477450 28.209228 -23.958908
55 H -3.930403 26.638755 -23.258306
56 H -5.026538 28.693496 -22.048502
57 H -3.407952 29.293320 -21.733427
58 H -2.179338 26.162910 -17.298066
59 H -0.934560 26.577536 -18.392531
60 H -1.717785 25.021853 -18.537989
61 C -7.849961 33.683875 -10.507356
62 C -8.508051 32.407135 -10.939911
63 O -7.633409 31.707927 -11.813819
64 C -7.750604 30.395943 -11.920217
65 O -8.680192 29.712543 -11.601574
66 O -6.659409 29.946529 -12.581860
67 C -6.621670 28.547236 -12.795832
68 H -6.919498 33.514557 -9.956281
69 H -8.405241 34.346557 -9.842373
70 H -7.543678 34.328832 -11.335431
71 H -9.479269 32.626234 -11.387008
72 H -8.701078 31.776961 -10.069213
73 H -6.338502 28.101879 -11.839911
74 H -5.871596 28.224045 -13.518779
75 H -7.565036 28.180809 -13.202344
76 C 2.139799 28.612450 -17.713283
77 C 3.535533 28.118909 -17.993865
78 O 4.162045 29.075547 -18.864254
79 C 5.470762 28.965971 -19.023352
80 O 6.213767 28.182086 -18.494505
81 O 5.841514 29.957367 -19.842982
82 C 7.127593 29.878326 -20.422733
83 H 2.196059 29.683480 -17.515824
84 H 1.684723 28.252184 -16.786578
85 H 1.412824 28.379888 -18.493570
86 H 3.538213 27.122192 -18.427539
87 H 4.043070 28.183760 -17.030226
88 H 7.459637 28.868200 -20.651160
89 H 7.874202 30.362020 -19.788138
90 H 7.133387 30.474046 -21.334295
91 C -4.388924 26.310572 -10.653147
92 C -3.405685 27.312073 -10.069611
93 O -3.941536 28.535320 -9.615216
94 C -4.793495 28.571230 -8.585025
95 O -5.199696 27.616171 -7.985781
96 O -5.160437 29.827330 -8.419716
97 C -6.221672 30.038181 -7.475140
98 H -5.205157 26.857444 -11.127808
99 H -4.792879 25.586256 -9.945341
100 H -3.846896 25.733259 -11.403396
101 H -2.860651 27.599350 -10.973018
102 H -2.712787 26.816695 -9.387552
103 H -6.593083 31.048154 -7.611936
104 H -5.829624 29.871338 -6.475485
105 H -7.031381 29.346606 -7.701936
106 C -11.802560 30.923692 -13.498899
107 C -11.883042 29.871391 -14.582191
108 O -10.793997 28.942289 -14.522724
109 C -9.752141 29.161198 -15.330991
110 O -9.519278 30.190976 -15.898840
111 O -8.988503 28.072229 -15.270872
112 C -7.969195 27.997556 -16.259055
113 H -10.965887 31.570882 -13.755213
114 H -11.694110 30.442690 -12.527305
115 H -12.754072 31.454724 -13.455036
116 H -11.977527 30.302076 -15.581047
117 H -12.742014 29.199864 -14.496729
118 H -7.293815 27.220351 -15.902767
119 H -7.307490 28.864925 -16.141218
120 H -8.187260 27.983822 -17.323348
121 C -1.695228 30.566740 -8.540355
122 C -0.409013 29.911710 -9.027127
123 O -0.567509 28.503346 -9.091156
124 C -0.111110 27.860482 -10.166267
125 O 0.289457 28.356595 -11.179871
126 O -0.198554 26.571537 -9.930429
127 C -0.236010 25.676620 -11.026739
128 H -2.070499 30.148520 -7.607345
129 H -2.457293 30.654360 -9.314157
130 H -1.535957 31.631223 -8.335768
131 H 0.406581 30.207443 -8.366535
132 H -0.204178 30.404344 -9.976669
133 H -0.659702 24.746633 -10.650874
134 H 0.699996 25.477377 -11.542468
135 H -0.998621 26.023877 -11.729180
136 O 0.024087 24.577836 -16.652903
137 C 0.276844 23.410223 -16.851046
138 O 1.037233 22.665171 -16.057296
139 C 1.477283 23.239029 -14.837987
140 C 0.349633 23.215048 -13.804172
141 C -0.185537 22.649824 -18.048345
142 H 1.875445 24.250274 -14.897560
143 H 2.279582 22.594207 -14.482303
144 H 0.442519 24.009546 -13.066515
145 H 0.070188 22.238705 -13.422769
146 H -0.559653 23.589159 -14.298195
147 H -1.169164 22.939211 -18.402966
148 H -0.273972 21.584549 -17.830956
149 H 0.583305 22.769521 -18.812965
150 O -3.356738 27.257440 -13.176544
151 C -2.747351 27.029591 -14.198892
152 O -3.256864 26.551843 -15.322583
153 C -4.637004 26.149449 -15.357895
154 C -4.845356 25.390467 -16.644155
155 C -1.241404 27.193492 -14.291240
156 H -5.315386 27.003135 -15.346011
157 H -4.840024 25.511929 -14.500586
158 H -5.849521 25.063058 -16.893140
159 H -4.153655 24.542523 -16.654845
160 H -4.490728 26.012476 -17.474219
161 H -1.021751 27.754851 -15.201242
162 H -0.842591 26.188761 -14.435711
163 H -0.967785 27.722875 -13.384438
164 O -1.764482 32.815633 -12.013550
165 C -1.730272 31.895174 -12.810501
166 O -1.692006 32.049751 -14.111665
167 C -1.736285 33.323522 -14.770951
168 C -3.220723 33.661003 -15.013681
169 C -1.644656 30.438860 -12.417443
170 H -1.219775 33.217210 -15.718431
171 H -1.352621 34.114897 -14.129713
172 H -3.736076 33.958673 -14.104201
173 H -3.693309 32.849604 -15.560374
174 H -3.215733 34.560410 -15.638806
175 H -2.398203 29.922052 -13.013330
176 H -2.015264 30.334530 -11.399802
177 H -0.603350 30.140925 -12.486647
178 O -3.955076 30.618731 -18.397879
179 C -4.857794 29.893598 -18.063993
180 O -4.793608 29.008745 -17.071932
181 C -3.552798 28.777659 -16.428904
182 C -3.310590 29.849000 -15.397548
183 C -6.108701 29.734859 -18.890152
184 H -2.727287 28.698892 -17.146593
185 H -3.465287 27.774087 -16.003903
186 H -2.413771 29.663540 -14.810451
187 H -4.172289 29.849077 -14.725542
188 H -3.213413 30.819488 -15.882310
189 H -6.829818 30.398449 -18.396413
190 H -6.581136 28.756927 -18.905028
191 H -5.931485 30.109005 -19.892566

Forces on the atoms, in the same order (eV/Å):
-0.2 0.7 0.3
0.8 -1.2 -1.1
-0.9 0.3 0.3
-0.1 1.6 -0.2
0.2 -0.8 0.2
0.1 -0.5 -0.3
0.6 -0.3 0.3
-0.1 -0.1 0.0
0.0 -0.3 -0.2
0.0 -0.2 -0.2
0.1 -0.2 0.9
0.0 0.2 0.1
0.0 0.0 0.1
-0.2 0.0 0.0
-0.2 0.1 -0.3
-2.6 -0.1 0.8
-0.8 -1.2 2.0
-6.8 -4.3 6.7
-1.9 -1.3 0.7
0.2 0.0 -0.2
-0.4 -0.6 0.0
1.3 0.0 0.1
0.1 -0.2 0.0
-1.4 -0.8 2.5
-1.3 0.1 1.1
0.0 -2.2 0.7
0.1 -0.4 -0.2
-0.4 -0.3 0.0
-0.4 0.0 -0.1
-0.1 0.3 0.0
-0.6 -0.4 -0.1
1.1 0.5 0.2
0.0 0.0 0.1
0.0 0.7 -0.4
-0.1 0.0 0.2
-0.4 -1.6 0.0
0.6 1.3 0.4
0.1 -0.2 0.0
0.0 0.2 -0.1
0.4 0.1 0.1
-0.4 -0.2 -0.3
-0.4 -0.2 0.2
0.1 0.0 0.0
0.3 -0.3 -0.4
-0.7 0.0 0.0
1.0 -0.3 -0.3
0.5 0.5 -0.1
-0.5 -0.2 0.1
-0.6 -0.4 -0.4
0.4 0.3 -0.1
0.6 0.0 -0.2
0.2 0.0 1.7
0.0 0.1 0.1
-0.3 0.0 0.0
-0.5 0.2 0.2
-0.1 -0.2 0.3
0.0 0.0 -0.2
0.0 -0.3 -0.2
-0.2 0.4 -0.8
-0.3 -0.1 -0.5
1.3 1.0 0.2
-0.7 0.0 1.0
0.5 0.5 -0.1
0.5 -0.4 -1.3
-0.3 -0.1 0.6
-0.1 0.7 -0.1
-0.1 0.2 0.3
0.0 -0.4 -0.1
-0.6 -0.4 -0.1
-0.2 -0.3 -0.2
0.1 -0.3 -0.4
-0.1 -0.1 0.0
-0.4 -0.3 -0.2
0.2 1.7 0.5
-0.1 0.2 0.5
-0.9 0.5 0.0
-0.3 0.5 1.1
-0.4 -0.3 -0.3
0.3 0.4 0.2
-0.1 -0.2 -0.2
-0.3 -0.1 -0.5
1.0 0.5 0.0
-0.1 0.0 -0.4
0.5 -0.6 0.0
0.2 0.3 -0.2
0.3 0.0 0.0
0.4 -0.5 -0.2
-0.3 -0.1 0.2
-0.1 -0.3 0.3
-0.4 -0.1 -0.1
-0.3 -0.3 0.6
0.3 -1.0 -1.3
-0.1 0.7 0.4
0.2 -0.8 -0.9
-0.1 -0.2 0.5
-0.2 0.9 0.1
0.1 -0.4 -0.2
0.1 -0.3 -0.1
-0.1 0.3 0.2
-0.1 0.3 0.1
0.4 0.4 0.4
-0.2 0.4 0.4
0.3 0.1 0.0
-0.2 0.1 0.1
0.0 -0.1 0.2
-0.2 -0.6 -0.3
-0.8 -0.4 -0.2
0.4 -0.2 -0.4
-0.7 0.6 1.3
0.1 -0.2 -0.6
-0.1 -0.7 -1.1
2.4 2.2 0.7
-0.1 0.2 0.4
0.4 0.1 0.0
0.1 0.3 -0.2
0.4 0.1 0.1
-0.1 0.3 0.4
-0.3 1.4 -1.6
-0.3 0.3 -0.1
-0.9 -0.5 0.2
-0.1 0.7 0.1
-0.7 1.9 0.1
0.3 -0.2 0.0
-0.1 0.6 0.1
0.2 0.2 -0.6
0.1 -1.0 0.8
-1.2 -0.3 -0.5
-0.2 -0.3 -0.2
-0.2 -0.8 0.1
0.6 -0.1 0.1
0.1 -0.6 0.1
0.3 -0.7 -0.3
0.4 -0.1 0.2
0.2 0.4 0.3
0.3 0.2 -0.3
0.1 -0.2 0.2
-0.4 0.8 -0.1
0.3 -0.2 -0.2
0.0 -0.2 1.8
-1.1 0.9 -1.0
0.0 -0.9 -0.1
-0.1 0.0 -0.7
0.1 0.0 -0.3
0.6 -0.5 0.5
0.4 0.0 0.4
0.0 -0.2 -0.2
0.2 0.5 -0.1
0.3 0.0 0.1
-0.2 0.0 -0.2
-0.5 -0.1 -0.8
1.3 -0.2 1.4
0.3 -3.0 1.2
1.6 -0.9 -2.1
5.2 2.7 -4.8
-1.3 0.1 -0.4
1.5 0.3 -1.0
1.8 0.6 -1.6
3.2 2.7 -3.2
-0.3 0.0 0.1
0.5 0.3 0.1
0.2 0.1 0.1
0.4 0.1 0.3
0.6 -0.2 -0.1
-0.1 -0.4 -0.6
0.3 0.9 1.9
0.5 -0.5 -1.5
-1.9 0.4 0.9
1.0 0.6 -0.6
-1.1 0.9 0.2
0.3 -0.1 0.1
0.6 -0.2 -0.1
0.0 -0.5 0.2
-0.3 0.1 0.2
-0.2 -0.1 -0.2
0.7 -0.4 -0.1
0.4 0.1 0.1
-0.2 -0.5 -0.2
0.0 0.2 0.4
0.7 -1.0 -1.6
-0.8 -0.6 0.0
1.4 0.7 -0.3
-0.2 0.0 -0.2
-0.7 0.9 0.8
-0.2 0.7 -0.5
-1.3 2.3 -1.4
0.0 0.0 -0.3
0.1 0.2 0.2
0.0 -0.1 0.2
-0.2 0.0 -0.3
0.5 -0.2 0.1
0.1 0.0 0.0

For the max |F|, the calculation gives 0.2035 hartree/bohr. As for the charge: 0. The relative energy (zero: lowest compared OMol25 entry of this formula, charge and spin) is 1099.9 kJ/mol. As for the HOMO-LUMO gap: 0.3509 Ha. Its total energy is -127265.051 eV.

No. 2
Here is a molecular structure, C32H29N2O4PS2V from the Open Molecules 2025 dataset. Energies are from ωB97M-V/def2-TZVPD.

Positions of all 71 atoms, in Å:
1 V 0.579654 -1.145292 0.326556
2 C 7.259754 -1.703392 -3.656244
3 C 6.006654 -1.347992 -2.961344
4 C 5.021354 -2.306092 -2.685144
5 C 3.820154 -1.956392 -2.098244
6 C 3.604754 -0.615792 -1.810144
7 C 4.582654 0.356908 -2.002444
8 C 5.777254 -0.017692 -2.577844
9 S 2.057954 -0.009592 -1.231644
10 O 1.705454 1.277108 -1.698144
11 O 0.909254 -0.987692 -1.372844
12 N 1.994054 -0.000792 0.420656
13 C 2.950354 -0.196192 1.401156
14 C 2.579454 -1.683192 1.957456
15 O 3.394254 -2.387592 2.433056
16 O 1.325154 -1.830892 1.713856
17 H 7.424254 -2.775992 -3.681144
18 H 8.119554 -1.200792 -3.214644
19 H 7.209454 -1.346792 -4.689944
20 H 5.187154 -3.337292 -2.951344
21 H 3.055954 -2.700992 -1.911044
22 H 4.372254 1.383608 -1.743144
23 H 6.538854 0.726608 -2.763244
24 H 2.812154 0.435408 2.290856
25 H 3.997754 -0.145992 1.079056
26 S -0.979146 -2.769692 0.545956
27 C -2.719746 -2.795792 0.350056
28 N -3.463146 -1.822392 0.913756
29 C -4.807146 -1.806792 0.855956
30 C -5.484546 -2.813592 0.209756
31 C -4.755246 -3.860392 -0.361144
32 C -3.372846 -3.853392 -0.289644
33 H -2.983546 -1.088792 1.447056
34 H -5.309846 -0.984192 1.343356
35 H -6.560946 -2.801392 0.159356
36 H -5.275246 -4.677192 -0.842344
37 H -2.788146 -4.655192 -0.712144
38 C 1.345654 4.653008 0.737456
39 C 1.366754 3.799208 1.834756
40 C 0.678554 2.601408 1.792156
41 C -0.033846 2.257608 0.635956
42 C -0.027646 3.099708 -0.478344
43 C 0.654754 4.300908 -0.412244
44 P -0.941746 0.708708 0.636556
45 C -2.136446 0.784908 -0.732744
46 C -2.950046 1.920408 -0.824844
47 C -3.836546 2.047908 -1.881044
48 C -3.907446 1.061808 -2.854444
49 C -3.088646 -0.055092 -2.772544
50 C -2.201746 -0.200892 -1.718344
51 C -1.758646 0.603008 2.274356
52 C -2.684646 1.578208 2.664256
53 C -3.251646 1.525008 3.927856
54 C -2.910646 0.511808 4.811456
55 C -1.992946 -0.458392 4.428256
56 C -1.410746 -0.414592 3.170956
57 H 1.855354 5.602608 0.785956
58 H 1.904554 4.083008 2.726156
59 H 0.656754 1.939908 2.652856
60 H -0.551446 2.824808 -1.381344
61 H 0.646754 4.969408 -1.257444
62 H -2.866946 2.714108 -0.094544
63 H -4.452646 2.932108 -1.957944
64 H -4.586446 1.166908 -3.687244
65 H -3.132346 -0.807492 -3.543444
66 H -1.536646 -1.059892 -1.693644
67 H -2.945346 2.389308 2.002256
68 H -3.954446 2.290008 4.222156
69 H -3.345246 0.482808 5.799756
70 H -1.722946 -1.249892 5.109656
71 H -0.667246 -1.156792 2.883256

Forces on the atoms, in the same order (eV/Å):
-3.8 -1.1 2.1
0.3 -0.1 -0.3
-0.4 0.2 0.3
-0.1 0.1 0.1
-0.1 -0.3 -0.1
-1.1 0.1 0.4
0.0 0.4 -0.2
-0.2 -0.1 0.1
3.5 2.6 -0.6
0.4 -0.3 -0.5
0.0 -0.9 -2.7
-0.9 -0.3 -1.6
1.5 -0.9 1.9
5.1 1.9 0.4
-0.8 -0.3 0.1
-2.4 -1.5 0.6
0.1 0.0 0.0
0.0 -0.1 0.1
0.0 -0.1 0.0
0.1 -0.1 0.0
0.0 -0.1 -0.1
0.1 0.2 -0.1
0.0 0.1 0.0
0.0 0.2 -0.4
-0.3 0.0 0.0
-0.1 -0.4 0.2
-0.6 -0.1 -0.4
0.1 -0.1 0.0
-0.2 -0.1 -0.1
0.2 -0.2 -0.1
-0.2 0.4 0.2
0.5 0.4 0.2
-0.2 -0.1 -0.1
0.1 0.1 0.0
-0.1 0.1 0.1
0.0 0.0 -0.1
0.1 -0.1 0.0
-0.1 -0.1 0.0
0.0 -0.1 0.1
-0.1 -0.1 -0.1
-0.1 -0.1 0.0
-0.1 -0.1 0.2
0.0 0.1 0.0
-0.9 1.2 0.4
0.3 -0.2 0.1
0.0 0.0 0.1
0.0 0.1 0.0
0.1 -0.1 0.1
0.0 -0.1 0.0
0.1 0.0 0.0
0.3 -0.4 -0.2
0.1 0.0 -0.1
0.0 0.1 -0.2
0.2 -0.2 -0.1
0.0 -0.1 0.1
0.2 0.0 -0.2
0.1 0.1 0.0
0.0 0.0 0.1
0.0 0.1 0.1
0.0 0.0 -0.1
0.0 0.1 -0.1
-0.1 0.0 -0.1
0.0 0.0 0.0
-0.1 0.0 0.0
0.0 -0.1 -0.1
-0.2 0.1 0.0
0.0 0.1 0.0
-0.1 0.1 0.0
0.0 0.0 0.0
0.0 -0.1 0.1
-0.3 0.1 0.3

For the max |F|, the calculation gives 0.1067 hartree/bohr. As for the charge: +3. The relative energy (zero: lowest compared OMol25 entry of this formula, charge and spin) is 24.3 kJ/mol. As for the HOMO-LUMO gap (spin up / spin down): 0.2179 / 0.2178 Ha. Its total energy is -101443.753 eV.

Question: Which of these has the highest charge?
Answer: C32H29N2O4PS2V

Question: Which of these has the lowest relative energy (zero: lowest compared OMol25 entry of this formula, charge and spin)?
Answer: C32H29N2O4PS2V